Entry 1:
{"formula": "CH2FO3S2", "method": "the ωB97M-V functional and the def2-TZVPD basis", "e_lumo_ha": [0.1265, 0.0657], "energy_ev": -31598.73582, "e_above_lowest_ev": 2.6483, "e_homo_ev": [-5.30, -4.70], "multiplicity": 1, "total_charge": -1, "elements": ["C", "O", "O", "O", "F", "S", "S", "H", "H"], "positions_angstrom": [[1.799478, -0.099780, 0.108244], [-1.035418, -1.047101, 0.733679], [-0.797225, -0.173762, -1.541673], [-2.929889, 0.081237, -0.341204], [2.101138, -1.005623, 1.030677], [-0.816260, 1.779001, 0.504305], [-1.487897, -0.078284, -0.255050], [2.184722, 0.880710, 0.315214], [0.981354, -0.336394, -0.554190]], "forces_ev_per_angstrom": [[-0.3, 0.3, -0.1], [-0.2, 0.2, -0.3], [-0.4, -0.2, 0.3], [0.3, 0.2, 0.0], [0.2, -0.3, 0.3], [0.1, -0.1, 0.1], [0.0, -0.3, -0.1], [0.2, 0.2, 0.0], [0.2, -0.1, -0.1]], "mulliken_charge": [-0.29, -0.55, -0.64, -0.60, -0.21, -0.24, 0.96, 0.25, 0.33]}



Entry 2:
{"formula": "C19H24BrN3O", "method": "the ωB97M-V functional and the def2-TZVPD basis", "e_lumo_ha": 0.0241, "energy_ev": -96653.57276, "e_above_lowest_ev": 0.0058, "e_homo_ev": -7.56, "multiplicity": 1, "smiles": "Cc1ccc2c(c1)c(C)c(C)n2C[C@H](O)Cn1nc(C)c(Br)c1C", "elements": ["C", "C", "C", "C", "C", "C", "C", "H", "H", "N", "C", "C", "C", "H", "H", "H", "C", "H", "H", "H", "C", "H", "H", "C", "O", "H", "H", "C", "N", "C", "C", "C", "N", "C", "H", "H", "H", "Br", "C", "H", "H", "H", "H", "H", "H", "H", "H", "H"], "positions_angstrom": [[3.258505, 4.069636, -0.919879], [2.646029, 2.772186, -0.479429], [3.413481, 1.636583, -0.330506], [2.806266, 0.450588, 0.081877], [1.415596, 0.424107, 0.333184], [0.639156, 1.570361, 0.200820], [1.270895, 2.724893, -0.206162], [0.691386, 3.630397, -0.315969], [-0.419124, 1.569366, 0.415622], [1.082256, -0.849486, 0.724469], [2.235020, -1.618678, 0.744444], [3.303884, -0.860835, 0.349512], [4.732169, -1.274849, 0.231212], [5.292095, -0.983976, 1.121102], [5.191079, -0.788643, -0.627593], [4.823170, -2.351607, 0.108025], [2.210303, -3.034770, 1.207422], [1.458511, -3.619288, 0.679251], [1.993862, -3.082228, 2.276156], [3.181867, -3.491036, 1.042964], [-0.241221, -1.329431, 1.004010], [-0.182538, -2.102735, 1.773394], [-0.853293, -0.504458, 1.376444], [-0.929803, -1.919473, -0.253655], [-0.078971, -2.755375, -0.990584], [0.735399, -2.269530, -1.181694], [-1.760285, -2.558320, 0.068964], [-1.493841, -0.799808, -1.160917], [-2.668914, -0.205825, -0.592839], [-3.959258, -0.543467, -0.815516], [-4.698654, 0.268109, 0.026091], [-3.776433, 1.060450, 0.733604], [-2.556405, 0.745179, 0.341692], [-4.058536, 2.094001, 1.759165], [-3.125128, 2.522337, 2.111875], [-4.596136, 1.654786, 2.598937], [-4.680868, 2.882317, 1.337054], [-6.577968, 0.301844, 0.189521], [-4.397892, -1.569505, -1.791563], [-3.929414, -2.530956, -1.584659], [-4.136984, -1.272316, -2.807724], [-5.477259, -1.685557, -1.733157], [-0.740538, -0.019363, -1.295648], [-1.745619, -1.231840, -2.131937], [4.476387, 1.663199, -0.522371], [4.324464, 3.955163, -1.100596], [3.116526, 4.835368, -0.157695], [2.786794, 4.422464, -1.836709]], "forces_ev_per_angstrom": [[0.0, 0.0, 0.0], [0.1, 0.1, 0.0], [-0.1, 0.0, 0.0], [-0.5, -0.1, 0.1], [0.5, 0.4, -0.2], [-0.1, 0.1, 0.1], [0.0, -0.1, 0.0], [-0.1, 0.1, 0.0], [-0.1, 0.0, 0.0], [0.0, -0.1, 0.0], [0.3, -0.1, -0.1], [-0.1, -0.2, 0.0], [-0.2, 0.0, 0.1], [0.1, 0.0, 0.0], [0.1, 0.0, -0.1], [0.1, -0.1, 0.0], [0.0, 0.1, 0.0], [0.0, -0.1, 0.0], [0.0, -0.1, 0.1], [0.1, 0.0, 0.0], [-0.4, -0.3, -0.1], [0.0, 0.1, 0.0], [0.1, -0.1, 0.1], [-0.3, 0.4, 0.1], [0.2, -0.1, -0.2], [0.0, 0.0, 0.0], [0.0, 0.1, 0.0], [0.4, -0.5, 0.0], [-0.7, 0.1, 0.0], [-0.3, 0.2, 0.2], [-0.1, -0.2, -0.2], [-0.2, -0.3, -0.3], [0.4, 0.5, 0.4], [0.1, 0.0, 0.0], [0.0, 0.1, 0.1], [0.0, 0.0, 0.1], [0.0, 0.1, 0.0], [0.3, 0.0, 0.0], [0.1, 0.0, 0.0], [0.0, -0.1, 0.0], [0.0, 0.0, -0.1], [0.0, 0.0, 0.0], [-0.1, -0.1, -0.1], [0.0, 0.1, 0.1], [0.1, 0.0, 0.0], [0.1, 0.0, 0.0], [0.0, 0.1, 0.0], [0.0, 0.1, -0.1]], "mulliken_charge": [-1.63, 1.10, -0.83, 0.77, -0.07, -0.49, -0.99, 0.43, 0.59, 0.13, 0.62, 0.46, -1.78, 0.29, 0.39, 0.45, -1.54, 0.29, 0.26, 0.40, -1.42, 0.42, 0.57, 0.52, -0.69, 0.42, 0.54, -1.39, 0.61, 1.06, -0.66, 0.87, -0.57, -1.32, 0.30, 0.31, 0.34, -0.22, -1.51, 0.32, 0.31, 0.37, 0.29, 0.36, 0.29, 0.34, 0.34, 0.35]}



Entry 3:
{"formula": "C5H3F3INOS", "method": "the ωB97M-V functional and the def2-TZVPD basis", "e_lumo_ha": -0.0462, "energy_ev": -35856.47672, "e_above_lowest_ev": 1.3314, "e_homo_ev": -8.97, "multiplicity": 1, "elements": ["C", "C", "C", "C", "C", "N", "O", "F", "F", "F", "S", "I", "H", "H", "H"], "positions_angstrom": [[0.848747, -0.237813, -1.115559], [-0.528773, -0.654885, -2.755026], [-0.300814, -0.355895, -0.387360], [-0.583665, -0.158137, 0.988418], [0.530817, -0.175076, 2.038446], [0.676035, -0.345022, -2.463552], [-0.960345, 1.790187, 1.115054], [0.911210, -1.453304, 2.290756], [0.035335, 0.390546, 3.195028], [1.621975, 0.464824, 1.673548], [-1.663674, -0.789881, -1.469219], [-0.136317, 2.770964, -0.331550], [1.706594, -0.072074, -0.492996], [-0.675247, -0.742593, -3.889211], [-1.481877, -0.431839, 1.603223]], "forces_ev_per_angstrom": [[-1.3, 0.3, 1.0], [-0.7, -0.1, -2.7], [-2.3, -1.6, -0.2], [-0.2, 2.8, 2.1], [-1.0, 0.2, 0.5], [2.1, 0.0, 0.9], [0.5, -2.5, -0.2], [-0.4, 0.4, 0.2], [0.9, -1.0, -1.2], [0.5, 0.5, 0.0], [1.3, 0.6, 0.1], [-0.1, 0.2, 0.1], [1.0, 0.2, -1.0], [-0.7, -0.1, 2.0], [0.5, 0.0, -1.6]], "mulliken_charge": [-0.29, 0.01, 0.19, -0.18, 0.80, -0.53, -0.61, -0.25, -0.25, -0.23, -0.11, 0.25, 0.46, 0.38, 0.36]}



Entry 4:
{"formula": "C47H52IN11O2PPbSSi", "method": "the ωB97M-V functional and the def2-TZVPD basis", "e_lumo_ha": [-0.2209, -0.2209], "energy_ev": -111411.36833, "e_above_lowest_ev": 3.2906, "e_homo_ev": [-9.20, -9.20], "multiplicity": 1, "total_charge": 1, "elements": ["Pb", "C", "C", "C", "C", "C", "N", "C", "C", "C", "C", "C", "C", "C", "N", "C", "C", "C", "N", "C", "C", "N", "C", "C", "C", "N", "H", "H", "H", "H", "H", "H", "H", "H", "H", "H", "H", "H", "H", "H", "H", "H", "H", "H", "C", "N", "C", "C", "N", "C", "S", "C", "C", "C", "C", "C", "N", "H", "H", "H", "H", "H", "H", "H", "H", "H", "I", "C", "C", "C", "C", "C", "C", "C", "O", "O", "H", "H", "H", "H", "C", "Si", "C", "C", "C", "C", "H", "H", "H", "H", "H", "H", "H", "H", "H", "C", "N", "C", "N", "C", "N", "C", "P", "C", "C", "H", "H", "H", "H", "H", "H", "H", "H", "H", "H", "H", "H"], "positions_angstrom": [[0.154483, -0.072839, -0.793878], [-1.073928, 1.179419, -7.302232], [-0.381008, 1.404342, -5.994997], [-0.543713, 2.614091, -5.301182], [0.062124, 2.808251, -4.090078], [0.821315, 1.782970, -3.468380], [1.352452, 1.956984, -2.231338], [2.015090, 3.100973, -1.957175], [2.588630, 3.857180, -3.031505], [3.333357, 4.978845, -2.824991], [3.563761, 5.458844, -1.523795], [4.418003, 6.667675, -1.303080], [3.026070, 4.749657, -0.459262], [2.270193, 3.598977, -0.627252], [1.747569, 3.027059, 0.537784], [1.302696, 3.718574, 1.633780], [1.063993, 2.805472, 2.617453], [1.415540, 1.557963, 2.051289], [1.844050, 1.686852, 0.809302], [0.985768, 0.559692, -4.190963], [0.410541, 0.407991, -5.432585], [1.866539, -0.440557, -3.728412], [2.774408, -1.147743, -4.460011], [3.441167, -1.963669, -3.588090], [2.870052, -1.691363, -2.326302], [1.930728, -0.770109, -2.428408], [-1.193345, 2.113443, -7.849918], [-2.073584, 0.771747, -7.119154], [-0.535013, 0.465851, -7.924793], [-1.156053, 3.399685, -5.728638], [-0.060434, 3.741548, -3.554574], [2.470118, 3.477354, -4.037170], [3.772613, 5.494277, -3.671943], [4.206022, 7.428254, -2.055452], [5.474334, 6.401317, -1.402233], [4.270184, 7.093286, -0.312440], [3.230718, 5.079562, 0.551210], [1.144525, 4.785778, 1.605722], [0.665291, 2.985226, 3.603330], [1.354643, 0.576397, 2.500643], [0.560085, -0.523985, -5.965520], [2.886826, -0.997972, -5.523135], [4.229104, -2.662576, -3.816423], [3.083847, -2.139179, -1.365792], [-4.528340, 0.706097, 3.761285], [-3.832406, -0.565212, 3.685934], [-4.435593, -1.798419, 3.860356], [-3.500183, -2.731882, 3.692084], [-2.289211, -2.086348, 3.412985], [-2.504119, -0.706328, 3.406515], [-1.465105, 0.572230, 3.107058], [-1.090307, -2.833392, 3.153493], [-1.207297, -4.196182, 2.875532], [-0.056172, -4.919835, 2.633513], [1.169259, -4.279617, 2.669765], [1.174685, -2.926906, 2.954442], [0.074484, -2.218306, 3.202299], [-5.017433, 0.937721, 2.812982], [-3.798814, 1.479274, 3.983286], [-5.272426, 0.661544, 4.554495], [-5.483537, -1.896833, 4.088435], [-3.585700, -3.797358, 3.788597], [-2.170374, -4.682539, 2.819194], [-0.123504, -5.976906, 2.408161], [2.091606, -4.813776, 2.481576], [2.111371, -2.378246, 3.002258], [-4.541156, -7.877848, -0.089067], [-3.419755, -6.110004, -0.117393], [-2.100665, -6.142576, -0.551439], [-1.359865, -4.968077, -0.546858], [-1.933132, -3.775295, -0.123324], [-3.260484, -3.754945, 0.284614], [-4.008998, -4.924200, 0.298480], [-1.132328, -2.502720, -0.123200], [0.055889, -2.533845, -0.570029], [-1.680758, -1.463026, 0.313018], [-1.658454, -7.068918, -0.893324], [-0.327548, -4.963283, -0.873971], [-3.702197, -2.812385, 0.588368], [-5.041960, -4.911481, 0.624093], [-1.852489, -2.557850, -5.889032], [-3.014154, -1.966383, -4.543240], [-4.348277, -0.846139, -5.218531], [-3.763249, -3.403970, -3.628211], [-1.980833, -0.994367, -3.367071], [-1.241477, -0.421026, -2.578761], [-2.273985, -3.407935, -6.433594], [-0.910781, -2.878300, -5.431682], [-1.633931, -1.770184, -6.618248], [-4.945237, -1.366085, -5.974884], [-3.925453, 0.052108, -5.679585], [-5.024856, -0.528258, -4.420472], [-4.428513, -3.983162, -4.276667], [-4.339888, -3.055700, -2.767461], [-2.980572, -4.072719, -3.254749], [-5.152288, 2.322416, -1.070011], [-4.239665, 3.191283, -1.814413], [-3.987845, 4.405665, -1.040823], [-3.467372, 4.136562, 0.296616], [-4.405088, 3.249748, 0.990035], [-4.664245, 2.002297, 0.269934], [-3.472505, 1.153785, 0.225291], [-2.027477, 1.943922, -0.657510], [-3.004581, 2.502235, -2.164684], [-2.117949, 3.576840, 0.259430], [-5.285915, 1.394136, -1.626519], [-6.113033, 2.830971, -0.978425], [-4.930489, 4.944658, -0.935801], [-3.276467, 5.032268, -1.583908], [-5.351163, 3.782831, 1.098485], [-4.008740, 3.018796, 1.980102], [-3.690935, 0.199751, -0.259651], [-3.134483, 0.941312, 1.237468], [-3.222339, 1.618140, -2.762722], [-2.382900, 3.167462, -2.766216], [-1.437929, 4.295557, -0.210779], [-1.772757, 3.400766, 1.280065]], "forces_ev_per_angstrom": [[-0.7, -0.6, 1.0], [0.0, 0.0, 0.0], [0.0, 0.1, 0.0], [0.0, 0.0, 0.0], [0.0, 0.1, -0.1], [0.1, 0.1, 0.2], [1.1, 0.1, -0.3], [-0.6, 0.0, -0.1], [-0.1, 0.1, -0.1], [0.0, 0.1, -0.1], [0.0, 0.0, -0.1], [0.0, -0.1, 0.0], [-0.1, 0.1, 0.0], [0.1, -0.4, 0.4], [0.0, 0.1, -0.2], [-0.1, 0.0, 0.1], [0.0, 0.1, 0.0], [0.3, 0.0, -0.3], [0.0, 0.1, 0.1], [0.1, -0.4, 0.3], [0.1, 0.0, -0.2], [-0.1, 0.2, -0.1], [0.1, -0.1, 0.0], [0.0, -0.1, 0.0], [-0.2, 0.0, -0.1], [0.4, 0.0, -0.2], [0.0, 0.0, 0.0], [0.0, 0.0, 0.0], [0.0, 0.0, 0.0], [0.0, -0.1, 0.0], [-0.1, -0.1, 0.1], [0.1, -0.1, 0.0], [0.0, 0.0, 0.1], [0.0, 0.0, 0.0], [0.0, 0.0, 0.0], [0.0, 0.0, 0.0], [0.0, 0.0, 0.0], [0.0, -0.1, 0.0], [0.0, 0.0, -0.1], [0.0, 0.1, 0.0], [-0.1, 0.0, 0.1], [0.0, 0.0, 0.1], [-0.1, 0.1, 0.0], [0.0, 0.1, -0.1], [0.0, 0.0, 0.0], [0.1, -0.1, 0.0], [-0.2, 0.3, 0.0], [0.4, -0.1, 0.0], [0.0, 0.2, 0.1], [0.0, -0.6, -0.1], [0.1, 0.0, 0.1], [-0.1, 0.0, 0.0], [-0.1, 0.0, 0.0], [-0.1, -0.1, 0.1], [0.1, 0.0, 0.0], [0.0, 0.1, 0.0], [-0.1, 0.3, 0.0], [0.0, 0.0, 0.0], [0.0, 0.0, 0.0], [0.0, 0.0, 0.0], [0.1, 0.0, 0.0], [0.0, 0.1, 0.0], [0.1, 0.0, -0.1], [0.0, 0.0, 0.0], [0.0, 0.1, 0.0], [-0.1, 0.0, 0.0], [0.1, 0.1, 0.0], [-0.1, -0.1, 0.0], [0.0, 0.1, 0.0], [0.0, 0.0, -0.1], [0.0, 0.0, -0.2], [-0.1, 0.0, 0.0], [0.0, 0.1, 0.0], [0.2, -0.2, 0.1], [-0.3, 0.1, 0.0], [0.1, 0.2, -0.2], [0.0, 0.0, 0.0], [0.0, 0.0, 0.0], [0.0, -0.1, 0.0], [0.0, 0.0, 0.0], [0.0, 0.0, -0.1], [0.1, 0.1, 0.2], [-0.1, 0.0, -0.1], [0.0, -0.1, 0.0], [0.1, 0.2, 0.1], [-0.1, -0.2, -0.5], [0.0, 0.1, 0.0], [-0.1, 0.0, -0.1], [0.0, -0.1, 0.1], [0.0, 0.1, 0.0], [0.0, -0.1, 0.0], [0.0, 0.0, 0.0], [0.0, 0.0, 0.1], [0.0, 0.0, 0.0], [-0.1, 0.0, 0.0], [0.3, 0.1, 0.1], [-0.2, 0.1, -0.3], [0.1, -0.3, 0.1], [0.0, 0.2, 0.1], [0.2, -0.1, -0.2], [-0.1, -0.1, 0.1], [0.1, 0.1, -0.2], [-0.7, 0.5, 0.1], [0.2, 0.0, 0.3], [-0.1, -0.3, -0.1], [-0.1, 0.0, 0.0], [0.0, 0.0, 0.0], [0.0, 0.0, 0.0], [0.0, 0.0, 0.0], [0.0, 0.0, 0.0], [0.0, 0.0, 0.0], [0.0, 0.0, 0.0], [0.0, -0.1, 0.0], [0.0, -0.1, -0.1], [0.0, 0.1, -0.1], [0.0, 0.0, 0.0], [0.0, 0.0, 0.0]], "mulliken_charge": [1.02, -1.62, 0.68, -0.85, -0.05, 0.07, 0.44, 0.66, -0.10, -1.28, 0.62, -1.62, -0.47, -0.27, 0.58, -0.43, -0.93, -0.42, -0.59, -0.52, -0.19, 0.76, -0.20, -1.29, -0.55, 0.20, 0.50, 0.12, 0.40, 0.46, 0.65, 0.43, 0.44, 0.40, 0.33, 0.39, 0.63, 0.51, 0.54, 0.63, 0.44, 0.52, 0.45, 0.50, -1.15, 0.19, -0.82, -0.44, 0.46, 0.07, -0.29, 0.71, -0.13, -0.62, -0.50, -0.55, -0.38, 0.40, 0.34, 0.45, 0.50, 0.53, -0.06, 0.45, 0.43, 0.44, 0.11, -0.36, -0.84, -0.25, 0.81, 0.21, -0.86, 0.32, -0.96, -0.46, 0.46, 0.36, 0.30, 0.51, -0.93, -0.55, -0.93, -0.82, -0.30, 0.70, 0.49, 0.29, 0.17, 0.39, 0.24, 0.28, 0.45, 0.20, 0.15, -0.92, 0.14, -1.01, 0.24, -0.98, 0.34, -0.70, 2.22, -1.14, -1.44, 0.37, 0.33, 0.32, 0.37, 0.25, 0.34, 0.66, -0.89, 0.31, 0.26, 0.38, 0.38]}